Record 1
Here is a structure of composition C21H57N8NaO12Pb in a non-equilibrium geometry from the OMol25 dataset. Energies are from the ωB97M-V functional and the def2-TZVPD basis.

Cartesian coordinates (Å):
C1 15.012 -5.644 -9.538
O1 6.048 -6.327 -14.265
O2 12.058 -8.652 -8.883
H1 12.263 -9.071 -6.134
H2 16.833 -2.396 -11.673
H3 5.457 -6.520 -9.294
H4 6.069 -4.639 -15.272
N1 12.997 -9.247 -5.462
H5 6.909 -6.272 -10.152
C2 12.124 -14.627 -7.353
O3 9.962 -8.537 -9.040
H6 12.287 -11.166 -7.238
H7 4.989 -7.117 -11.508
H8 11.773 -15.479 -9.313
H9 13.468 -16.314 -10.949
H10 13.661 -6.245 -13.197
H11 7.174 -7.326 -12.213
H12 14.995 -5.776 -11.588
H13 9.729 -9.794 -6.326
H14 14.548 -3.594 -10.062
C3 14.249 -9.036 -5.711
Pb1 8.101 -9.875 -10.331
O4 16.529 -4.055 -10.449
H15 12.073 -6.799 -12.903
H16 8.947 -7.513 -3.146
H17 11.100 -14.922 -7.127
C4 13.755 -8.721 -13.873
H18 15.818 -6.216 -9.080
Na1 12.341 -9.795 -11.206
H19 17.255 -18.316 -10.994
H20 6.432 -6.726 -7.433
H21 8.354 -8.755 -4.057
O5 16.435 -16.927 -9.764
O6 8.024 -10.643 -7.995
H22 12.438 -16.555 -8.177
C5 15.540 -16.317 -10.606
C6 15.395 -4.141 -9.647
H23 14.226 -9.696 -13.751
H24 11.157 -12.216 -6.472
C7 5.356 -7.583 -14.107
H25 14.329 -5.774 -8.699
C8 6.226 -8.574 -13.334
O7 9.335 -7.281 -5.078
H26 12.774 -8.813 -14.338
C9 12.181 -12.177 -6.844
H27 7.269 -12.776 -6.973
H28 7.496 -7.982 -6.995
N2 10.981 -8.555 -8.330
C10 14.133 -16.491 -10.103
C11 13.088 -6.868 -12.511
C12 5.367 -5.443 -15.050
H29 14.527 -8.172 -14.413
H30 5.096 -8.629 -10.715
C13 8.325 -11.075 -6.891
H31 15.513 -16.619 -11.653
H32 14.543 -15.467 -8.350
N3 9.123 -10.552 -6.047
H33 16.351 -2.015 -10.088
H34 9.340 -11.005 -5.171
C14 12.520 -15.524 -8.520
H35 12.651 -14.830 -6.421
C15 6.256 -7.067 -9.794
H36 8.142 -6.613 -7.909
H37 12.528 -6.575 -10.421
H38 12.832 -5.099 -11.267
H39 5.250 -8.088 -15.067
H40 4.447 -5.068 -14.602
H41 13.885 -17.515 -9.822
N4 6.727 -8.197 -11.963
H42 7.123 -8.736 -13.933
H43 12.706 -9.574 -4.552
H44 10.126 -7.534 -5.558
H45 15.675 -3.813 -8.646
O8 10.890 -8.640 -7.111
O9 6.976 -7.956 -8.975
C16 17.616 -17.436 -10.462
N5 14.451 -8.796 -6.982
N6 14.600 -6.242 -10.784
C17 16.929 -2.750 -10.647
O10 13.615 -8.164 -12.592
H46 5.239 -5.887 -16.037
C18 9.257 -8.150 -3.975
H47 10.166 -8.719 -3.780
H48 4.382 -7.449 -13.636
H49 17.886 -16.611 -11.121
O11 15.147 -9.119 -4.946
H50 13.667 -8.739 -7.616
H51 18.401 -17.677 -9.746
H52 12.868 -12.265 -6.003
O12 12.332 -13.287 -7.775
H53 15.753 -15.255 -10.731
C19 7.290 -7.285 -7.807
H54 15.359 -8.971 -7.387
C20 13.209 -6.113 -11.136
H55 8.152 -12.436 -5.468
C21 5.709 -7.788 -11.039
H56 17.989 -2.651 -10.412
N7 7.776 -12.152 -6.361
N8 13.850 -15.424 -9.083
H57 5.585 -9.455 -13.326

- total charge = +2
- total energy (Ha) = -2529.645336
- multiplicity = 1

Here are the Mulliken charges for atoms 1 to 99, given in e:
1. C -0.79
2. O -0.29
3. O -0.70
4. H 0.06
5. H 0.27
6. H 0.44
7. H 0.26
8. N -0.05
9. H 0.41
10. C -0.57
11. O -0.48
12. H 0.08
13. H 0.47
14. H 0.35
15. H 0.37
16. H 0.48
17. H 0.24
18. H 0.29
19. H -0.18
20. H 0.33
21. C 0.61
22. Pb 1.52
23. O -0.32
24. H 0.46
25. H 0.30
26. H 0.31
27. C -0.89
28. H 0.34
29. Na 0.90
30. H 0.28
31. H 0.45
32. H 0.24
33. O -0.34
34. O -0.57
35. H 0.46
36. C -0.55
37. C -0.52
38. H 0.29
39. H 0.19
40. C -0.68
41. H 0.25
42. C -0.91
43. O -0.52
44. H 0.36
45. C -0.52
46. H 0.24
47. H -0.02
48. N 0.70
49. C -0.68
50. C -0.88
51. C -0.80
52. H 0.34
53. H 0.38
54. C 0.47
55. H 0.43
56. H 0.22
57. N 0.12
58. H 0.37
59. H 0.30
60. C -0.88
61. H 0.38
62. C -0.68
63. H 0.32
64. H 0.06
65. H 0.35
66. H 0.47
67. H 0.31
68. H 0.36
69. N 0.08
70. H 0.37
71. H 0.15
72. H 0.33
73. H 0.43
74. O -0.69
75. O -0.02
76. C -0.67
77. N -0.22
78. N -0.09
79. C -0.79
80. O -0.26
81. H 0.34
82. C -0.59
83. H 0.22
84. H 0.40
85. H 0.30
86. O -0.67
87. H 0.12
88. H 0.23
89. H 0.42
90. O -0.22
91. H 0.30
92. C -0.79
93. H 0.20
94. C -0.30
95. H 0.17
96. C -0.79
97. H 0.25
98. N -0.41
99. N -0.18

---

Record 2
Here is a structure of composition C21H58ClFNbO18S6 in a non-equilibrium geometry from the OMol25 dataset. Energies are from the ωB97M-V functional and the def2-TZVPD basis.

Cartesian coordinates (Å):
C1 -5.330 0.406 -8.376
C2 0.463 -0.237 -1.928
H1 -3.391 -1.268 0.318
C3 3.656 -1.647 -5.125
Cl1 -0.940 0.513 0.984
H2 -4.085 6.922 -1.402
H3 -2.776 5.175 -10.327
H4 0.991 -0.176 -0.981
O1 -4.781 2.532 -9.613
H5 -4.922 2.331 -4.081
H6 4.037 0.089 4.489
H7 0.464 0.714 -2.455
H8 3.999 -4.910 -1.419
O2 3.338 -4.238 1.957
Nb1 -6.121 -0.659 0.745
C4 -4.416 3.926 -9.804
H9 6.506 -6.382 2.105
O3 2.605 -6.228 0.705
H10 -1.519 0.239 3.235
O4 4.574 2.944 6.377
S1 3.531 -5.151 0.864
F1 -6.666 0.270 2.278
H11 3.515 -0.708 -5.661
O5 5.014 -5.724 0.942
H12 -3.684 0.466 0.045
O6 0.576 -3.436 6.336
H13 -3.162 2.191 -4.365
H14 -5.033 4.230 -10.647
H15 -5.288 4.242 -0.493
C5 -4.201 6.113 -0.680
H16 -4.739 4.486 -8.925
H17 -4.027 3.663 -4.882
H18 3.733 -7.616 2.578
H19 1.821 -1.768 8.202
C6 6.086 3.493 8.257
H20 -6.178 5.518 -1.323
H21 2.226 -3.430 4.354
S2 -3.633 3.550 -2.562
H22 4.715 1.681 4.025
C7 4.811 -7.679 2.449
O7 -3.812 2.560 -1.548
O8 -4.802 2.670 -7.163
H23 -6.517 0.734 -0.459
S3 -4.343 1.851 -8.247
H24 3.012 1.548 4.590
H25 6.360 2.466 8.490
H26 -3.222 5.672 -0.502
H27 4.409 4.611 7.474
H28 -7.724 -1.523 0.415
H29 3.457 -2.198 4.122
H30 -2.636 3.518 -10.946
H31 6.116 4.082 9.175
C8 3.766 -1.398 -3.637
C9 -3.384 -0.109 2.137
C10 3.693 -4.240 -0.619
H32 1.770 -0.718 2.967
H33 -5.831 -1.650 -0.740
H34 2.818 -2.299 -5.361
H35 4.578 -2.118 -5.471
C11 -3.982 2.871 -4.141
H36 6.821 3.892 7.557
O9 1.524 -2.617 -2.163
S4 0.680 -2.016 6.166
O10 0.638 -1.561 -4.203
C12 2.385 -2.360 4.225
H37 -3.833 -0.836 2.829
H38 2.010 -2.275 2.143
H39 -6.378 0.691 -8.348
H40 1.259 -0.204 7.541
C13 4.023 1.160 4.681
C14 4.693 3.581 7.676
H41 5.250 -8.097 3.356
C15 -1.874 -0.253 2.328
H42 3.944 3.145 8.339
C16 1.004 -1.246 7.712
O11 -4.861 4.563 -2.492
C17 -5.190 5.084 -1.178
H43 -3.682 0.889 2.480
O12 3.554 0.893 7.248
H44 0.563 -1.985 3.117
O13 5.897 0.857 6.480
O14 2.065 -1.685 5.479
H45 -1.570 -1.301 2.373
H46 -5.075 -0.211 -7.516
S5 4.562 1.357 6.339
H47 0.084 -1.334 8.287
O15 2.654 -0.652 -3.094
H48 -5.077 -0.105 -9.301
O16 -0.381 -1.319 5.503
H49 4.626 -0.772 -3.404
C18 -3.895 -0.379 0.712
H50 4.426 -3.454 -0.454
C19 5.424 -6.319 2.201
H51 3.863 -2.331 -3.078
C20 -2.946 4.123 -10.094
H52 -5.687 -2.272 1.584
H53 5.193 -5.616 3.003
O17 -2.403 4.291 -2.613
C21 1.633 -1.799 3.045
H54 -0.557 -0.584 -1.770
H55 5.015 -8.351 1.615
H56 -4.574 6.526 0.259
S6 1.267 -1.426 -2.926
H57 -2.327 3.850 -9.241
O18 -2.958 1.496 -8.300
H58 2.718 -3.806 -0.834

- total charge = -1
- total energy (Ha) = -5195.245309
- multiplicity = 1

Here are the Mulliken charges for atoms 1 to 99, given in e:
1. C -0.97
2. C -0.99
3. H 0.38
4. C -1.08
5. Cl -0.21
6. H 0.25
7. H 0.38
8. H 0.30
9. O -0.30
10. H 0.38
11. H 0.08
12. H 0.40
13. H 0.45
14. O -0.53
15. Nb -0.36
16. C -0.35
17. H 0.27
18. O -0.65
19. H 0.38
20. O -0.29
21. S 1.14
22. F -0.64
23. H 0.27
24. O -0.33
25. H 0.11
26. O -0.67
27. H 0.43
28. H 0.27
29. H 0.31
30. C -0.96
31. H 0.32
32. H 0.39
33. H 0.30
34. H 0.32
35. C -0.97
36. H 0.26
37. H 0.45
38. S 1.09
39. H 0.45
40. C -0.99
41. O -0.54
42. O -0.59
43. H 0.00
44. S 1.24
45. H 0.35
46. H 0.30
47. H 0.29
48. H 0.27
49. H 0.03
50. H 0.27
51. H 0.26
52. H 0.38
53. C 0.02
54. C -0.25
55. C -1.06
56. H 0.24
57. H 0.04
58. H 0.32
59. H 0.40
60. C -1.09
61. H 0.26
62. O -0.64
63. S 1.20
64. O -0.60
65. C -0.70
66. H 0.30
67. H 0.26
68. H 0.31
69. H 0.20
70. C -0.78
71. C -0.35
72. H 0.39
73. C -0.41
74. H 0.32
75. C -0.89
76. O -0.31
77. C -0.31
78. H 0.42
79. O -0.58
80. H 0.17
81. O -0.64
82. O -0.14
83. H 0.21
84. H 0.39
85. S 1.17
86. H 0.42
87. O -0.31
88. H 0.33
89. O -0.56
90. H 0.31
91. C -0.87
92. H 0.37
93. C -0.29
94. H 0.01
95. C -0.96
96. H -0.03
97. H 0.27
98. O -0.65
99. C -0.52

---

no.,HOMO energy (eV)
1,-11.98
2,-4.56